69
Properties=species:S:1:pos:R:3 method="wB97M-V/def2-TZVPD" orbital_gap_ev=5.081 spin_multiplicity=1 energy_ev=-69128.9506 largest_force_ev_per_a=4.07
N 0.187 -0.275 -3.337
H -3.963 0.826 2.915
C -3.176 0.288 2.373
Sn -0.456 -0.349 -1.189
H -2.345 3.691 0.359
H -1.181 -2.782 1.490
C -3.019 2.881 0.661
C 0.159 -2.723 -3.294
H -3.262 0.539 -3.242
N -0.516 0.810 0.852
C -3.290 -0.389 -2.626
C 3.731 1.275 1.204
H -2.356 2.865 3.644
H -0.499 -2.484 3.096
C 1.008 -1.491 -3.590
H 1.905 -1.440 -2.956
C 0.793 0.934 0.981
H -3.747 3.306 1.372
H 0.322 3.129 0.399
S -0.679 -2.789 -1.659
H -3.642 -0.371 1.642
H -0.963 2.156 -3.879
C 1.417 1.852 1.891
H 1.567 -3.374 -0.735
H -3.834 0.590 -0.799
C 0.520 -3.734 -0.663
Si -2.058 1.566 1.601
H 4.780 1.417 1.290
H 0.819 2.512 2.510
C -3.595 -0.360 -1.328
C 1.834 -0.963 3.065
H 1.307 -1.490 -4.655
H 0.463 3.123 -3.389
C -0.051 2.169 -3.272
H 1.747 -1.659 3.901
H -0.965 -1.131 2.057
C 1.796 0.138 0.234
C 0.597 3.090 -0.679
H 2.863 -0.609 3.006
H -3.732 -1.293 -0.737
H 2.254 -3.709 2.833
H -0.681 -0.322 -3.886
C -1.480 2.544 3.077
H 3.890 -0.378 -0.193
H -2.626 -0.300 3.110
H 3.454 -3.128 1.673
C -0.509 -2.128 2.057
H -3.571 2.535 -0.214
C 2.407 -3.414 1.791
H 1.619 2.669 -0.783
H -0.951 3.443 2.760
N 1.438 -1.145 -0.191
H -0.856 1.932 3.727
C 2.815 2.029 1.974
C 3.216 0.327 0.335
H 3.210 2.760 2.663
Si 1.302 -1.912 1.533
H -0.683 -2.808 -4.001
H -3.172 -1.349 -3.180
H 0.443 -4.769 -1.035
H 1.167 -0.125 3.282
C 0.882 1.013 -3.618
H 0.543 4.125 -1.041
H 2.207 -4.289 1.176
H 0.777 -3.628 -3.359
S -0.675 2.209 -1.655
H 0.158 -3.723 0.396
H 1.118 1.049 -4.699
H 1.819 1.041 -3.042

=====

73
Properties=species:S:1:pos:R:3 method="wB97M-V/def2-TZVPD" total_charge=+1 orbital_gap_ev=7.295 spin_multiplicity=1 energy_ev=-70226.9495 largest_force_ev_per_a=1.11
H 6.327 -2.972 -2.643
H -9.356 -1.409 -3.720
H 9.732 -1.835 -3.085
C 3.015 -0.937 1.630
H 6.022 -0.401 1.236
C -1.945 1.072 -0.010
S 6.306 1.926 3.289
H 10.146 -1.943 -1.363
C -6.770 2.861 4.260
O -5.783 1.729 6.097
H 4.297 2.906 2.487
C -5.802 -2.846 -3.779
H -6.061 -1.803 -5.661
O -1.436 2.136 0.221
C -5.649 2.152 4.986
H -6.704 2.811 3.176
C 7.399 0.881 2.307
C -8.337 -1.464 -4.093
O 7.946 -0.063 -2.140
C -4.427 -0.977 0.258
P 3.587 0.808 3.244
H -5.005 -3.365 -3.249
H 6.406 -0.567 -3.327
H 7.765 -2.735 -1.645
C 6.845 -0.484 1.932
C -3.852 -0.177 -0.889
H -3.650 -1.323 0.943
H -3.324 1.779 2.747
H -1.506 -1.064 -0.336
O -6.186 -1.775 -2.912
H 4.797 1.605 1.360
H -4.659 0.159 -1.535
C -7.401 -1.187 -2.942
S 2.219 -1.130 0.349
C 7.294 -1.058 -2.933
H -4.947 -3.173 -5.727
H -1.302 -0.461 1.321
C -5.289 -2.341 -5.111
H -3.693 4.020 1.762
H -8.207 -2.442 -4.551
C 6.895 -2.237 -2.073
O 9.728 0.864 -1.274
H -5.118 -0.363 0.834
N 3.661 -0.758 2.681
H 6.281 -1.878 -1.246
C 9.267 -0.071 -1.863
O -7.670 -0.409 -2.073
H 3.804 0.837 4.617
H -6.619 -3.560 -3.893
H -3.094 4.146 3.425
H -4.792 4.439 3.084
C -3.934 3.827 2.807
H 2.276 1.266 3.046
C 10.099 -1.279 -2.225
H -0.146 -0.014 0.053
C -4.208 2.354 3.021
C 4.729 1.919 2.393
H 8.261 0.721 2.939
H -7.707 2.398 4.555
C -1.194 -0.214 0.265
H -4.966 -1.844 -0.121
O -3.208 1.024 -0.432
H -4.458 -1.653 -4.959
H 7.768 1.398 1.431
H -3.175 -0.765 -1.512
H 7.899 -1.346 -3.793
H 11.104 -0.939 -2.459
H 7.664 -1.028 1.488
H -5.025 1.991 2.396
H 6.481 -0.990 2.815
O -4.440 2.043 4.396
H -8.197 -0.693 -4.849
H -6.780 3.904 4.571

=====

72
Properties=species:S:1:pos:R:3 method="wB97M-V/def2-TZVPD" total_charge=-1 orbital_gap_ev=3.028 spin_multiplicity=1 energy_ev=-40526.0881 largest_force_ev_per_a=2.62 de_lowest_kcal_mol=28.89
C 5.757 -4.002 -5.682
C 6.299 -2.785 -4.978
H 7.431 -1.867 -6.547
C -8.434 6.247 4.492
H -6.677 4.678 -0.723
C 5.240 -6.783 -1.341
H 5.289 -3.991 -1.861
H -6.732 4.342 1.032
H 2.724 -1.719 -2.879
C -6.123 4.278 0.128
H -1.932 4.071 1.087
H 0.457 -1.345 -0.613
H 2.577 -0.263 -1.849
H -8.140 3.901 6.076
H 6.219 -6.377 -1.078
O 4.316 -6.409 -3.496
C -6.859 1.861 -0.354
H 4.071 -1.218 -1.841
B 3.097 -0.881 3.882
H -6.439 0.871 -0.529
H -2.369 3.680 -0.633
O 4.016 -1.776 3.344
H 0.235 2.918 0.927
H -9.102 6.301 5.353
H 3.671 -4.418 -1.240
H 6.484 -4.814 -5.636
H 4.599 -6.805 -0.458
H -0.561 -0.540 2.728
H 5.534 -3.760 -6.723
H -1.961 1.494 1.314
C 7.575 -2.187 -5.513
C 2.986 -1.272 -1.917
O -8.470 4.360 3.054
C 0.023 0.306 2.296
C 4.349 -4.494 -2.088
H -6.532 4.354 5.441
H 7.848 -1.321 -4.912
H 3.893 -4.007 -2.947
C 1.544 0.005 2.489
H -7.500 1.822 0.528
C -1.180 1.354 0.544
H -5.220 4.872 0.270
C -0.511 2.711 0.139
H -0.044 2.566 -0.851
H -0.238 1.239 2.849
H -7.381 2.939 4.795
C 2.446 -2.115 -0.794
C -7.512 3.947 5.185
O -4.583 2.500 -0.161
H 2.851 0.260 5.369
O 1.714 -0.940 3.627
C 0.956 -2.309 -0.731
H 4.840 -4.328 -5.192
H -1.697 0.961 -0.360
C 4.606 -5.937 -2.414
C -1.540 3.871 0.070
O -0.187 0.410 0.884
O 3.184 -2.619 0.027
H 3.587 -2.367 2.726
H -8.908 6.746 3.648
H 1.989 0.995 2.789
H 0.714 -2.932 0.128
C -5.740 2.845 -0.133
H 0.606 -2.808 -1.640
H 8.382 -2.920 -5.460
H -1.080 4.822 -0.274
O 5.736 -2.307 -4.021
C -8.168 4.807 4.138
H -7.495 6.754 4.718
H 5.368 -7.801 -1.709
H -7.446 2.154 -1.227
O 3.549 0.174 4.725

=====

Please write out number 1 again, unchanged.
69
Properties=species:S:1:pos:R:3 method="wB97M-V/def2-TZVPD" orbital_gap_ev=5.081 spin_multiplicity=1 energy_ev=-69128.9506 largest_force_ev_per_a=4.07
N 0.187 -0.275 -3.337
H -3.963 0.826 2.915
C -3.176 0.288 2.373
Sn -0.456 -0.349 -1.189
H -2.345 3.691 0.359
H -1.181 -2.782 1.490
C -3.019 2.881 0.661
C 0.159 -2.723 -3.294
H -3.262 0.539 -3.242
N -0.516 0.810 0.852
C -3.290 -0.389 -2.626
C 3.731 1.275 1.204
H -2.356 2.865 3.644
H -0.499 -2.484 3.096
C 1.008 -1.491 -3.590
H 1.905 -1.440 -2.956
C 0.793 0.934 0.981
H -3.747 3.306 1.372
H 0.322 3.129 0.399
S -0.679 -2.789 -1.659
H -3.642 -0.371 1.642
H -0.963 2.156 -3.879
C 1.417 1.852 1.891
H 1.567 -3.374 -0.735
H -3.834 0.590 -0.799
C 0.520 -3.734 -0.663
Si -2.058 1.566 1.601
H 4.780 1.417 1.290
H 0.819 2.512 2.510
C -3.595 -0.360 -1.328
C 1.834 -0.963 3.065
H 1.307 -1.490 -4.655
H 0.463 3.123 -3.389
C -0.051 2.169 -3.272
H 1.747 -1.659 3.901
H -0.965 -1.131 2.057
C 1.796 0.138 0.234
C 0.597 3.090 -0.679
H 2.863 -0.609 3.006
H -3.732 -1.293 -0.737
H 2.254 -3.709 2.833
H -0.681 -0.322 -3.886
C -1.480 2.544 3.077
H 3.890 -0.378 -0.193
H -2.626 -0.300 3.110
H 3.454 -3.128 1.673
C -0.509 -2.128 2.057
H -3.571 2.535 -0.214
C 2.407 -3.414 1.791
H 1.619 2.669 -0.783
H -0.951 3.443 2.760
N 1.438 -1.145 -0.191
H -0.856 1.932 3.727
C 2.815 2.029 1.974
C 3.216 0.327 0.335
H 3.210 2.760 2.663
Si 1.302 -1.912 1.533
H -0.683 -2.808 -4.001
H -3.172 -1.349 -3.180
H 0.443 -4.769 -1.035
H 1.167 -0.125 3.282
C 0.882 1.013 -3.618
H 0.543 4.125 -1.041
H 2.207 -4.289 1.176
H 0.777 -3.628 -3.359
S -0.675 2.209 -1.655
H 0.158 -3.723 0.396
H 1.118 1.049 -4.699
H 1.819 1.041 -3.042